Formula: C5H11N3
Source: the OMol25 dataset
Level of theory: ωB97M-V with the def2-TZVPD basis set

ORCA input file:
```
! wB97M-V def2-TZVPD RIJCOSX def2/J DEFGRID3
* xyz 0 1
H 0.35 1.79 -0.83
C -0.34 0.95 -0.82
H 0.27 -1.17 1.26
N -0.72 1.48 1.54
N -1.11 0.89 0.30
H -0.75 2.49 1.44
H -2.30 -0.46 -1.42
C 2.35 -0.19 -1.09
C -2.26 0.08 0.39
H 1.73 -2.05 0.78
C 0.83 -1.56 0.40
N -2.80 -0.59 -0.54
H 0.19 -2.31 -0.06
H 0.03 -0.08 -1.33
H 3.26 -0.73 -0.81
C 1.18 -0.48 -0.57
H 2.49 0.64 -1.77
H -2.66 0.07 1.40
H 0.25 1.22 1.73
*
```

Summary:
- energy (Ha) = -361.194116
- orbital gap (eV) = 8.65
- energy above the lowest of the compared OMol25 structures with the same formula, charge and spin (eV) = 5.314

Here are the natural (NBO) charges for atoms 1 to 2, given in e: 0.200 -0.277